1.
Computed, not measured: C20H17MoO8S3 as an isolated structure, with ωB97M-V/def2-TZVPD.

XYZ file:
```
49
Properties=species:S:1:pos:R:3:forces:R:3
Mo -1.70209 -0.46825 -0.71422 -0.4 -0.1 -0.1
C -2.20537 2.33777 -3.19204 0.0 0.0 0.0
C -2.73434 1.31989 -2.24124 0.1 0.0 -0.1
C -2.97164 -0.01954 -2.64995 0.0 0.0 0.0
C -3.70499 -0.91458 -1.83337 0.1 0.0 0.0
C -4.16485 -0.48205 -0.57775 -0.1 -0.1 0.0
C -3.72567 0.74231 -0.07850 0.1 0.2 0.0
C -2.98806 1.62984 -0.89588 0.0 -0.1 0.1
H -3.07969 2.84488 -3.61741 0.0 0.0 0.0
H -1.66044 1.89629 -4.02507 0.0 0.0 0.0
H -1.60564 3.09803 -2.69445 0.0 0.0 0.0
H -2.65130 -0.34247 -3.63475 0.0 0.0 0.0
H -3.92155 -1.91814 -2.18084 0.0 0.0 0.0
H -4.72381 -1.16070 0.05273 0.0 0.0 0.0
H -3.93952 1.01490 0.94814 0.0 0.0 0.0
H -2.68428 2.58934 -0.49673 0.0 0.0 0.0
O 1.49859 -3.29405 -0.71326 0.0 0.0 0.0
S 1.01648 -2.20603 0.04160 -0.1 0.0 -0.1
O 1.73156 -0.97661 0.16809 0.1 0.0 0.1
O -0.37182 -1.73958 -0.71307 0.0 -0.2 0.0
C 0.50977 -2.72275 1.64794 0.0 0.0 0.1
C 1.25641 -3.77468 2.13862 0.0 0.0 0.0
C 1.14744 -4.14782 3.48275 0.0 0.0 0.0
C 0.31029 -3.45780 4.33241 0.0 0.0 0.0
C -0.47357 -2.41235 3.84183 0.0 0.0 0.0
C -0.37556 -2.03887 2.51317 0.0 0.0 -0.1
S -1.63479 -0.96143 1.96876 0.2 0.1 0.0
O -2.36411 -1.70404 0.87615 0.0 0.0 0.0
O -2.40000 -0.45362 3.03838 0.0 -0.1 0.0
O -1.02816 0.16888 1.07031 0.0 0.0 0.1
H 1.93607 -4.30552 1.48513 0.0 0.0 0.0
H 1.73265 -4.98193 3.84562 0.0 0.0 0.0
H 0.23016 -3.73621 5.37417 0.0 0.0 0.0
H -1.18206 -1.91394 4.48981 0.0 0.0 0.0
O 5.64311 3.91495 0.34718 0.0 -0.1 0.0
C 4.97968 2.83303 0.16973 -0.1 0.3 -0.1
O 5.25317 1.70651 0.52279 0.0 -0.1 0.0
C 3.70909 2.44196 -0.45965 0.0 -0.1 0.0
C 2.53021 2.31930 0.37271 0.1 0.1 0.0
C 1.41436 1.77722 -0.13232 -0.1 0.0 -0.1
C 1.39550 1.29361 -1.51182 0.2 0.1 0.1
S 0.17252 0.48082 -2.21593 -0.1 0.1 -0.1
C 2.59401 1.47038 -2.34607 -0.1 0.0 0.0
C 3.71698 1.98776 -1.82965 0.1 0.1 0.1
H 5.25298 4.71446 -0.04558 0.0 0.0 0.0
H 2.57274 2.65918 1.39928 0.0 0.0 0.0
H 0.52443 1.66486 0.47024 0.0 0.0 0.0
H 2.54692 1.14052 -3.37674 0.0 0.0 0.0
H 4.61814 2.08626 -2.42125 0.0 0.0 0.0
```
Forces are in eV/Å.

Values from the calculation:
- Gap between HOMO and LUMO: 5.59 eV
- Multiplicity: 1
- Total charge: +3
- HOMO: -0.6707 hartree
- Maximum force: 0.43 eV/A
- Lowest unoccupied orbital energy: -0.4653 Eh

Atomic partial charges in e from the Mulliken method, atoms 1 to 8:
1 Mo 0.658
2 C -1.578
3 C 0.914
4 C -0.706
5 C -0.568
6 C -0.307
7 C -0.664
8 C 0.297

2.
Computed, not measured: C20H17N4O3PdS2 as an isolated structure in a non-equilibrium geometry, with ωB97M-V/def2-TZVPD.

XYZ file:
```
47
Properties=species:S:1:pos:R:3:forces:R:3
Pd -0.06457 2.07297 1.05033 -0.7 1.6 -0.5
N -0.06625 5.28629 0.96866 0.1 -0.1 0.1
C -1.36702 4.87733 0.97189 -0.9 0.0 0.0
N -1.70431 3.65909 1.25516 0.6 0.2 0.0
C -3.05588 3.42973 1.17954 0.1 0.3 -0.1
C -3.79353 4.52850 0.88014 0.0 0.0 0.0
S -2.75682 5.90197 0.65951 0.3 -0.2 0.0
C -3.45471 2.02603 1.32654 -0.1 -0.3 -0.1
C -4.67490 1.45584 1.16677 -0.1 0.0 0.0
S -4.55525 -0.26714 1.31442 0.4 0.1 0.1
C -2.81364 -0.08407 1.59445 -0.8 0.2 -0.1
N -2.42793 1.14684 1.56917 0.3 -0.2 0.2
N -2.00468 -1.12665 1.88352 0.4 0.0 0.1
H 0.53709 4.45247 0.91660 0.0 0.2 0.0
H 0.18445 6.04354 0.35490 -0.1 0.0 -0.1
H -4.85931 4.61709 0.74962 0.0 0.0 0.0
H -5.62028 1.92319 0.94529 0.0 0.0 0.0
H -2.28652 -2.04337 1.58288 0.0 0.0 -0.1
H -1.01178 -0.91218 1.74874 0.0 -0.1 -0.1
O 0.80223 -0.39967 0.91852 0.3 -0.3 -0.4
C 1.08578 -0.80534 -0.42005 -0.3 0.6 -0.3
C 0.62156 0.30672 -1.50170 0.2 -0.3 0.4
O 0.41252 -0.12624 -2.63821 0.1 0.2 -0.1
O 0.62110 1.49791 -1.09843 0.0 -0.2 0.3
C 2.58053 -0.86050 -0.66553 0.2 -0.1 0.0
C 3.42712 0.00190 0.02761 -0.1 -0.1 0.0
C 4.78405 0.03770 -0.25259 0.1 0.0 0.0
C 5.32039 -0.78519 -1.23312 0.0 0.0 0.0
C 4.48051 -1.63576 -1.93794 0.1 -0.1 -0.1
C 3.12274 -1.67178 -1.66105 -0.1 0.1 0.1
C 0.38835 -2.14012 -0.61134 0.0 0.0 0.1
C -0.82739 -2.25809 -1.27789 -0.1 -0.1 0.0
C -1.49327 -3.47644 -1.31795 0.0 0.0 0.0
C -0.96190 -4.59135 -0.68346 0.0 -0.1 0.0
C 0.24849 -4.48264 -0.01389 0.0 0.0 0.0
C 0.91532 -3.26623 0.01750 0.0 0.0 0.0
H 0.72622 0.64196 0.86760 0.4 -1.4 0.3
H 3.01221 0.65670 0.78235 0.0 0.0 0.0
H 5.42644 0.71891 0.29342 0.0 0.0 0.0
H 6.38187 -0.75964 -1.44889 0.0 0.0 0.0
H 4.88723 -2.27140 -2.71637 0.0 0.0 0.0
H 2.46451 -2.31220 -2.23364 0.0 0.0 0.0
H -1.24179 -1.39633 -1.78122 0.0 0.0 0.0
H -2.43415 -3.55248 -1.85109 0.0 0.0 0.0
H -1.48648 -5.53930 -0.71230 0.0 0.0 0.0
H 0.67283 -5.34380 0.48901 0.0 0.0 0.0
H 1.85884 -3.17476 0.54252 0.0 0.0 0.0
```
Forces are in eV/Å.

Values from the calculation:
- Energy relative to the best compared isomer or geometry (same formula, charge and spin): 0.847 eV
- Gap between HOMO and LUMO: 5.96 eV
- Multiplicity: 1
- Total charge: -1
- HOMO: -0.1317 hartree
- Maximum force: 1.80 eV/A
- Lowest unoccupied orbital energy: 0.0872 Eh

Atomic partial charges in e from the Mulliken method, atoms 1 to 8:
1 Pd -0.510
2 N -0.455
3 C 0.542
4 N -0.219
5 C -0.376
6 C -0.165
7 S -0.251
8 C -0.117

3.
Computed, not measured: the molecule C20H17N5O3S in a non-equilibrium geometry, with ωB97M-V/def2-TZVPD.

XYZ file:
```
46
Properties=species:S:1:pos:R:3:forces:R:3
C 0.42231 2.71660 -6.47596 0.1 0.1 -0.2
H 1.01852 3.51450 -6.02249 0.0 0.0 0.0
O -0.14364 1.87507 -5.49809 -0.1 -0.2 0.2
C 0.67770 1.17494 -4.68186 0.1 -0.2 0.3
C 0.04782 0.33505 -3.75649 -0.1 0.2 -0.2
C 0.78133 -0.42071 -2.87253 0.3 0.0 0.0
C 2.17853 -0.36050 -2.88552 0.0 0.4 -0.6
C 2.80056 0.46723 -3.82195 -0.1 -0.2 0.3
C 2.07055 1.23170 -4.70692 -0.2 0.2 -0.3
H 2.58945 1.86404 -5.40982 0.0 0.1 -0.1
H 3.87977 0.50340 -3.83404 0.1 0.0 0.0
C 3.04493 -1.13509 -1.98301 0.0 -0.2 0.2
O 4.22551 -1.30474 -2.19968 0.0 0.0 0.1
C 2.42217 -1.70699 -0.72036 0.1 0.1 0.3
H 3.17427 -2.28836 -0.18602 -0.1 0.0 -0.1
H 1.53587 -2.30717 -0.91674 0.0 -0.1 -0.1
S 1.89374 -0.36124 0.39746 0.4 0.0 0.0
C 0.20652 -0.72440 0.52514 -0.2 -0.1 -0.1
N -0.44388 -1.67429 -0.11089 1.1 0.1 -0.1
N -1.71640 -1.61217 0.26746 -1.3 0.2 0.5
C -1.85394 -0.63234 1.13067 0.6 -0.2 -0.4
N -0.63872 -0.01975 1.32450 -0.2 -0.6 -0.6
C -0.26736 1.05250 2.21522 0.4 0.5 0.4
C 0.60158 0.53696 3.31753 -0.6 -0.6 0.3
C 0.43273 -0.50506 4.18204 -0.1 0.5 -0.5
C 1.59884 -0.54064 4.98468 0.4 0.4 -0.1
C 2.38297 0.48026 4.54671 0.1 -0.6 0.6
O 1.78934 1.13512 3.53646 0.0 0.4 -0.4
H 3.34595 0.83078 4.85966 0.1 0.1 0.0
H 1.81520 -1.23073 5.77364 0.1 -0.1 0.2
H -0.41256 -1.16053 4.23899 -0.2 -0.1 -0.1
H -1.19736 1.47771 2.60550 0.4 0.0 -0.2
H 0.29185 1.80826 1.65448 -0.1 0.0 0.0
C -3.11260 -0.28916 1.74876 -0.8 0.2 0.4
N -3.17671 0.74750 2.58690 0.2 -0.3 -0.2
C -4.35233 1.01713 3.13128 -0.3 0.0 0.0
C -5.47826 0.25836 2.84734 0.1 0.2 0.1
N -5.42369 -0.77222 2.01157 -0.3 -0.1 0.0
C -4.25876 -1.04892 1.46463 0.3 0.1 0.0
H -4.20676 -1.88534 0.78400 0.1 -0.1 -0.1
H -6.44158 0.46985 3.28874 0.0 0.1 0.1
H -4.37839 1.86093 3.80711 -0.1 0.0 0.1
H 0.25785 -1.07305 -2.19073 0.0 0.0 0.1
H -1.02987 0.29102 -3.75983 -0.1 0.0 0.0
H 1.04190 2.15265 -7.17982 0.0 0.0 0.0
H -0.41965 3.15522 -7.00892 0.1 0.0 0.0
```
Forces are in eV/Å.

Values from the calculation:
- Energy relative to the best compared isomer or geometry (same formula, charge and spin): 1.758 eV
- Gap between HOMO and LUMO: 8.29 eV
- Multiplicity: 1
- HOMO: -0.3082 hartree
- Maximum force: 1.42 eV/A
- Lowest unoccupied orbital energy: -0.0035 Eh

Atomic partial charges in e from the Mulliken method, atoms 1 to 8:
1 C -0.852
2 H 0.343
3 O -0.438
4 C 0.985
5 C -0.883
6 C -0.141
7 C -0.094
8 C -0.926

4.
Computed, not measured: a 2-piece molecular cluster, C20H18BCl4O5 overall in a non-equilibrium geometry, with ωB97M-V/def2-TZVPD.

XYZ file:
```
48
Properties=species:S:1:pos:R:3:forces:R:3
Cl 3.33473 2.02186 -4.27030 -0.5 -0.1 -0.1
B 2.17203 0.57509 -4.28532 2.5 0.0 0.7
Cl 2.68558 -0.61585 -5.60320 -0.1 -0.2 -0.3
Cl 2.19809 -0.26797 -2.62832 -0.1 0.1 -0.4
O 0.81372 1.04391 -4.54478 -4.3 -2.6 0.0
C -0.07909 0.04690 -4.48876 3.1 2.4 -0.1
C -1.46173 0.22529 -4.46476 -1.5 0.8 -0.1
C -2.34243 -0.88518 -4.44637 0.9 0.6 0.0
C -3.69770 -0.68964 -4.43436 -0.5 -0.1 0.0
C -4.21770 0.59967 -4.43106 0.4 -0.1 0.0
Cl -5.92635 0.82602 -4.44028 0.2 0.0 0.0
C -3.37028 1.70277 -4.43110 -0.4 0.2 0.0
C -2.01063 1.52844 -4.44985 0.3 -0.5 0.0
H 0.32475 -0.95250 -4.45354 0.2 -0.3 0.0
H -1.93215 -1.88045 -4.44826 0.1 -0.2 0.0
H -4.37685 -1.52489 -4.43150 -0.1 -0.2 0.0
H -3.80590 2.68710 -4.41403 0.0 0.2 0.0
H -1.34181 2.37428 -4.44387 0.1 0.1 0.0
C -1.58340 -0.09228 3.44420 0.3 0.0 -0.1
C -1.04777 1.31589 3.70648 -0.1 -0.4 -0.1
C -2.14246 2.16069 4.36134 0.6 0.2 -0.2
O 0.05239 1.22505 4.64722 -0.8 0.5 -0.4
C 1.27193 0.86635 4.11841 1.9 -0.6 -1.9
O 2.18611 0.41919 4.81208 -1.1 0.3 1.3
C 1.48477 1.01202 2.71708 -2.2 0.7 1.0
C 2.75797 0.54331 2.12128 0.9 0.5 -0.2
C 2.66709 -0.90866 1.76515 -0.1 0.1 0.1
C 2.15284 -1.30949 0.54113 0.1 0.2 -0.1
C 1.83771 -2.63170 0.31413 -0.1 -0.1 -0.1
C 2.03799 -3.56925 1.30520 -0.1 -0.5 -0.1
C 2.60664 -3.19469 2.50412 0.0 -0.1 0.2
C 2.91889 -1.87149 2.73149 0.2 0.0 0.2
C 0.47446 1.55137 1.87080 2.5 -1.2 -0.2
O 0.70663 1.66021 0.66692 -1.6 0.7 -0.2
O -0.72736 1.92615 2.43060 -0.3 0.1 0.9
H -0.81291 -0.70150 2.98063 0.2 -0.1 -0.1
H -1.88171 -0.56555 4.37739 0.0 0.0 0.1
H -2.43909 -0.05209 2.77298 -0.1 0.1 0.0
H -1.76321 3.15895 4.55740 0.1 0.1 0.0
H -3.00545 2.24520 3.70526 0.0 -0.1 -0.1
H -2.45015 1.72020 5.30668 0.1 -0.1 0.0
H 2.99198 1.15016 1.24034 -0.1 -0.2 0.0
H 3.56745 0.70974 2.83902 -0.1 -0.1 0.0
H 1.97321 -0.57273 -0.22366 -0.1 0.2 0.1
H 1.39597 -2.92868 -0.62368 0.0 0.0 -0.2
H 1.72103 -4.58846 1.15655 0.0 -0.3 -0.1
H 2.76489 -3.92862 3.27860 0.1 -0.1 0.1
H 3.31727 -1.56416 3.68455 0.0 0.1 0.2
```
Forces are in eV/Å.

Values from the calculation:
- Energy relative to the best compared isomer or geometry (same formula, charge and spin): 0.278 eV
- Gap between HOMO and LUMO: 2.64 eV
- Multiplicity: 1
- Total charge: -1
- HOMO: -0.1251 hartree
- Maximum force: 5.05 eV/A
- Lowest unoccupied orbital energy: -0.0281 Eh

Atomic partial charges in e from the Mulliken method, atoms 1 to 8:
1 Cl -0.321
2 B 0.603
3 Cl -0.312
4 Cl -0.188
5 O -0.412
6 C -0.141
7 C 0.317
8 C -0.404

5.
Computed, not measured: the molecule C20H18ClN3O3S in a non-equilibrium geometry, with ωB97M-V/def2-TZVPD.

XYZ file:
```
46
Properties=species:S:1:pos:R:3:forces:R:3
C 3.53545 2.83442 -0.15765 0.0 0.3 0.0
N 3.20968 1.42929 0.02250 0.0 0.3 0.0
C 2.05323 0.94035 -0.58133 0.0 -0.1 -0.2
C 1.76900 -0.45217 -0.29247 -0.5 -0.2 -0.1
C 2.75243 -1.27734 0.35148 -0.1 -0.1 0.0
O 2.62301 -2.49695 0.43999 0.7 0.3 0.3
N 3.85967 -0.65538 0.87362 0.1 -0.1 0.1
C 4.11569 0.69930 0.75683 -0.1 -0.1 0.0
O 5.09035 1.21316 1.25579 0.2 0.1 0.0
C 4.83546 -1.48845 1.55387 0.2 -0.1 0.1
H 5.27087 -2.19565 0.84763 0.0 0.0 0.1
H 5.60481 -0.83800 1.96206 -0.1 -0.1 0.0
H 4.34281 -2.04717 2.34885 0.1 0.0 0.0
C 0.61700 -1.09352 -0.73833 0.5 0.0 0.1
N -0.42404 -0.45350 -1.30967 0.1 -0.2 -0.6
C -1.04214 0.72474 -0.88076 -0.4 0.5 0.2
C -0.89403 1.19841 0.41798 0.0 -0.1 -0.1
C -1.60284 2.30989 0.82970 0.0 0.0 0.0
C -2.46977 2.95175 -0.03805 -0.1 0.1 0.0
C -2.62510 2.47431 -1.32825 0.0 0.0 0.0
C -1.92020 1.36382 -1.74914 0.2 -0.1 0.1
H -2.04033 0.99095 -2.75582 0.0 -0.1 -0.1
H -3.30093 2.96789 -2.01052 -0.1 0.0 -0.1
H -3.02403 3.81710 0.29124 -0.1 0.1 0.0
H -1.48366 2.67111 1.84019 0.0 0.0 0.1
H -0.23391 0.68951 1.10410 0.1 0.0 0.1
S 0.50409 -2.81922 -0.52067 -1.0 -0.7 -0.5
C -1.26798 -3.14327 -1.00198 0.7 0.3 0.0
C -2.25287 -2.26006 -0.30482 -0.4 0.0 0.1
C -3.27942 -1.63928 -1.00867 0.1 -0.2 0.2
C -4.14550 -0.76515 -0.37933 -0.1 0.1 0.2
C -3.98423 -0.50589 0.97138 0.1 -0.2 -0.2
C -2.99056 -1.14135 1.69923 -0.1 0.0 0.0
C -2.13505 -2.01697 1.05949 -0.1 -0.1 -0.1
H -1.35053 -2.50542 1.61812 0.1 0.0 0.1
H -2.88461 -0.94385 2.75403 0.0 0.0 0.1
Cl -5.02275 0.62917 1.75036 -0.2 0.2 0.2
H -4.93076 -0.27718 -0.93400 -0.1 0.1 0.0
H -3.40370 -1.83440 -2.06479 0.0 0.0 -0.1
H -1.37333 -3.10518 -2.08663 -0.1 -0.1 0.0
H -1.38634 -4.18174 -0.68804 0.1 0.0 -0.1
O 1.38359 1.65945 -1.29786 0.2 0.0 0.0
H -0.94063 -0.96032 -2.01397 0.1 0.0 0.3
H 4.47435 2.93258 -0.70200 0.0 0.0 0.0
H 2.72366 3.28968 -0.71974 0.1 0.0 0.1
H 3.64406 3.31053 0.81605 0.0 0.0 -0.1
```
Forces are in eV/Å.

Values from the calculation:
- Energy relative to the best compared isomer or geometry (same formula, charge and spin): 0.071 eV
- Gap between HOMO and LUMO: 8.17 eV
- Multiplicity: 1
- HOMO: -0.3059 hartree
- Maximum force: 1.32 eV/A
- Lowest unoccupied orbital energy: -0.0058 Eh

Atomic partial charges in e from the Mulliken method, atoms 1 to 8:
1 C -1.188
2 N 0.016
3 C 1.111
4 C -0.267
5 C 0.597
6 O -0.723
7 N -0.059
8 C 0.723

The lowest lowest unoccupied orbital energy belongs to which entry?
C20H17MoO8S3